Below is a 9-piece molecular cluster, C28H49F12N8O14S4 overall, with properties calculated with the ωB97M-V functional and the def2-TZVPD basis.

```
! RIJCOSX wB97M-V def2-TZVPD def2/J DEFGRID3
* xyz 0 2
C -3.618 4.365 -1.589
C -3.231 5.072 -0.276
O -2.367 4.651 0.497
N -3.818 6.507 -0.204
H -4.599 6.622 -0.834
H -4.329 6.709 0.643
C -2.741 7.560 -0.491
H -3.269 5.024 -2.384
H -4.703 4.313 -1.678
H -3.192 3.362 -1.574
H -3.343 8.443 -0.702
H -2.267 7.457 -1.467
H -2.094 7.708 0.374
C 0.410 -1.869 5.837
C 0.059 -0.807 6.879
O 0.898 -0.293 7.571
N -1.466 -0.511 6.894
H -1.638 -0.014 6.032
H -1.966 -1.381 6.783
C -1.963 0.277 8.128
H 1.491 -1.796 5.725
H -0.016 -1.626 4.863
H 0.109 -2.891 6.069
H -3.040 0.116 8.179
H -1.506 1.265 8.165
H -1.490 -0.291 8.930
C -3.889 -0.985 0.581
C -3.864 -1.127 2.080
N -2.962 -2.239 2.492
C -1.623 -2.177 2.483
C -1.067 -3.467 2.602
N -2.098 -4.311 2.840
C -3.281 -3.544 2.628
C -2.039 -5.771 3.014
H -3.010 -0.427 0.258
H -4.772 -0.371 0.409
H -3.996 -1.919 0.028
H -4.808 -1.438 2.528
H -3.672 -0.166 2.557
H -1.176 -1.194 2.468
H -0.082 -3.897 2.714
H -4.315 -3.843 2.543
H -2.691 -6.231 2.272
H -2.397 -6.094 3.992
H -1.058 -6.243 2.960
C 1.389 -1.915 -4.571
C 2.515 -2.828 -5.085
N 1.999 -4.178 -5.225
C 1.556 -5.001 -4.207
C 0.928 -6.062 -4.889
N 1.072 -5.916 -6.223
C 1.831 -4.744 -6.462
C 0.510 -6.820 -7.287
H 1.066 -2.153 -3.557
H 0.515 -1.832 -5.217
H 1.887 -0.945 -4.560
H 3.346 -2.909 -4.385
H 2.860 -2.482 -6.059
H 1.737 -4.666 -3.196
H 0.435 -6.918 -4.452
H 2.080 -4.288 -7.409
H 0.145 -6.231 -8.127
H -0.207 -7.527 -6.869
H 1.361 -7.425 -7.602
C 0.071 2.557 -0.818
C -0.556 1.618 0.193
N 0.054 0.342 0.337
C 0.211 -0.631 -0.660
C 1.110 -1.627 -0.224
N 1.523 -1.214 1.018
C 0.950 0.003 1.347
C 2.341 -1.984 1.900
H -0.376 3.539 -0.659
H -0.141 2.175 -1.816
H 1.134 2.792 -0.771
H -1.626 1.480 0.037
H -0.344 2.029 1.180
H -0.155 -0.459 -1.661
H 1.647 -2.452 -0.670
H 1.237 0.706 2.114
H 3.152 -1.428 2.370
H 2.666 -2.907 1.418
H 1.686 -2.352 2.689
C 1.931 7.814 -1.965
F 2.917 8.037 -1.062
F 1.170 8.872 -2.091
F 2.420 7.531 -3.147
S 0.820 6.428 -1.162
O -0.027 6.011 -2.233
O 1.717 5.334 -0.698
O 0.142 7.117 -0.084
C -1.826 1.510 -4.709
F -1.671 2.844 -4.375
F -2.108 1.526 -6.013
F -0.593 0.966 -4.476
S -3.296 0.701 -3.574
O -4.519 1.561 -3.819
O -3.493 -0.650 -4.049
O -2.835 0.731 -2.181
C 3.572 2.207 3.257
F 4.171 3.415 3.097
F 2.302 2.302 3.418
F 3.856 1.525 2.214
S 4.405 1.293 4.729
O 5.835 1.382 4.389
O 3.949 2.087 5.892
O 3.841 -0.012 4.721
C 5.471 -0.545 -0.707
F 5.224 -0.752 0.564
F 4.803 0.573 -1.081
F 6.792 -0.351 -0.855
S 5.048 -2.122 -1.758
O 3.600 -2.023 -1.983
O 5.739 -1.939 -3.040
O 5.525 -3.253 -0.978
*
```

Properties
orbital gap (spin up / spin down) = 3.5 / 6.5 eV
lowest unoccupied orbital energy (spin up / spin down) = -1.22 / -1.00 eV
E_HOMO (spin up / spin down) = -4.69 / -7.53 eV

Here are the Löwdin charges for atoms 1 to 99, given in e:
1 C 0.04
2 C -0.31
3 O 0.14
4 N 0.09
5 H 0.16
6 H 0.17
7 C 0.03
8 H 0.11
9 H 0.09
10 H 0.08
11 H 0.10
12 H 0.10
13 H 0.10
14 C 0.00
15 C -0.37
16 O 0.19
17 N 0.05
18 H 0.10
19 H 0.07
20 C 0.01
21 H 0.09
22 H 0.04
23 H 0.08
24 H 0.08
25 H 0.10
26 H 0.09
27 C -0.06
28 C -0.19
29 N -0.09
30 C -0.07
31 C -0.04
32 N -0.10
33 C -0.05
34 C -0.01
35 H 0.05
36 H 0.09
37 H 0.09
38 H 0.11
39 H 0.10
40 H 0.09
41 H 0.12
42 H 0.12
43 H 0.09
44 H 0.08
45 H 0.09
46 C -0.05
47 C -0.15
48 N -0.07
49 C 0.04
50 C -0.03
51 N -0.09
52 C 0.06
53 C 0.03
54 H 0.06
55 H 0.08
56 H 0.09
57 H 0.11
58 H 0.13
59 H 0.14
60 H 0.13
61 H 0.16
62 H 0.10
63 H 0.10
64 H 0.10
65 C -0.03
66 C -0.20
67 N -0.04
68 C 0.03
69 C 0.00
70 N -0.09
71 C 0.04
72 C 0.01
73 H 0.05
74 H 0.07
75 H 0.09
76 H 0.10
77 H 0.12
78 H 0.12
79 H 0.11
80 H 0.14
81 H 0.10
82 H 0.11
83 H 0.07
84 C -0.67
85 F 0.10
86 F 0.13
87 F 0.16
88 S 0.46
89 O -0.35
90 O -0.35
91 O -0.36
92 C -0.55
93 F 0.06
94 F 0.12
95 F 0.07
96 S 0.50
97 O -0.39
98 O -0.35
99 O -0.39

Below is a 2-piece molecular cluster, C2H4ClN2 overall, with properties calculated with the ωB97M-V functional and the def2-TZVPD basis.

```
! RIJCOSX wB97M-V def2-TZVPD def2/J DEFGRID3
* xyz 1 1
C -1.322 -0.400 -0.981
C 0.483 1.163 -0.461
N -0.362 0.414 -0.846
N 1.083 -0.760 1.189
Cl 1.639 2.329 -0.714
H -2.116 -0.118 -0.257
H -1.186 -1.400 -1.277
H 0.219 -1.038 1.529
H 1.562 -0.188 1.818
*
```

Properties
orbital gap (spin up / spin down) = 8.6 / 9.0 eV
lowest unoccupied orbital energy (spin up / spin down) = -7.22 / -5.80 eV
E_HOMO (spin up / spin down) = -15.78 / -14.82 eV

What are the natural (NBO) partial charges on each atom? They are as follows, in elementary charge units:
1 C 0.02
2 C 0.45
3 N -0.30
4 N -0.59
5 Cl 0.31
6 H 0.24
7 H 0.25
8 H 0.30
9 H 0.32

Below is a 2-piece molecular cluster, C5H17N2OS overall, with properties calculated with the ωB97M-V functional and the def2-TZVPD basis.

```
! RIJCOSX wB97M-V def2-TZVPD def2/J DEFGRID3
* xyz 0 2
C 0.485 -0.235 0.972
N -0.952 0.016 1.207
C -1.888 -0.872 0.451
C -2.037 -0.414 -0.995
S -2.557 1.325 -1.209
C 1.011 0.771 -0.068
N 0.380 2.138 0.206
C 2.528 0.888 0.017
H 0.711 -1.344 0.598
H 1.042 -0.132 1.870
H -1.177 -0.013 2.202
H -2.812 -0.881 0.963
H -1.548 -1.961 0.468
H -2.735 -1.057 -1.498
H -1.118 -0.551 -1.554
H -3.700 1.330 -0.529
H 0.692 0.508 -1.056
H -0.656 1.932 0.441
H 0.844 2.561 1.005
H 0.411 2.742 -0.586
H 2.920 1.177 0.944
H 3.020 -0.157 -0.164
H 2.911 1.594 -0.720
H 1.433 -2.964 -1.778
H 1.487 -3.631 -0.351
O 1.306 -2.766 -0.838
*
```

Properties
orbital gap (spin up / spin down) = 2.8 / 9.3 eV
lowest unoccupied orbital energy (spin up / spin down) = 0.19 / 0.09 eV
E_HOMO (spin up / spin down) = -2.58 / -9.23 eV

What are the natural (NBO) partial charges on each atom? They are as follows, in elementary charge units:
1 C -0.28
2 N -0.66
3 C -0.23
4 C -0.54
5 S -0.08
6 C -0.17
7 N -1.08
8 C -0.68
9 H 0.23
10 H 0.21
11 H 0.38
12 H 0.20
13 H 0.18
14 H 0.22
15 H 0.22
16 H 0.12
17 H 0.20
18 H 0.44
19 H 0.32
20 H 0.32
21 H 0.22
22 H 0.21
23 H 0.23
24 H 0.48
25 H 0.48
26 O -0.96

Below is a 2-piece molecular cluster, C2H5N2S overall, with properties calculated with the ωB97M-V functional and the def2-TZVPD basis.

```
! RIJCOSX wB97M-V def2-TZVPD def2/J DEFGRID3
* xyz 1 1
C 0.250 -0.154 0.349
C -0.947 2.342 2.567
N 0.538 -0.922 -0.659
N -0.611 0.832 0.217
S -1.196 3.415 3.590
H 0.809 -0.359 1.235
H -0.797 1.482 1.055
H 1.072 -1.750 -0.484
H 0.174 -0.574 -1.532
H -1.008 0.635 -0.754
*
```

Properties
orbital gap = 11.5 eV
lowest unoccupied orbital energy = -4.06 eV
E_HOMO = -15.58 eV

What are the natural (NBO) partial charges on each atom? They are as follows, in elementary charge units:
1 C 0.39
2 C -0.29
3 N -0.71
4 N -0.74
5 S 0.42
6 H 0.22
7 H 0.44
8 H 0.44
9 H 0.41
10 H 0.41